The following is a DFT calculation (the ωB97M-V functional and the def2-TZVPD basis) of C53H83N4O2PPb as an isolated structure.

Summary:
Energy above the lowest of the compared OMol25 structures with the same formula, charge and spin ... 11.9 kJ/mol
HOMO level ... -6.9796 eV
E_LUMO ... 0.6 eV
Charge ... 0

Last column: Löwdin charge in e.
Cartesian coordinates (Å):
Pb -0.097775 -0.038313 -0.414223  1.59
C -2.241520 -0.835004 2.165061  -0.08
N -1.048179 -0.002603 2.023796  -0.35
C -1.329211 1.362894 2.473309  -0.08
C 0.062339 -0.614816 2.767683  -0.18
C 1.390762 0.122667 2.625343  -0.14
N 1.778477 0.428224 1.227548  -0.21
C 2.851058 -0.463417 0.666942  -0.13
C 2.819384 -1.872754 1.176069  -0.16
C 3.840622 -2.267128 2.038064  -0.01
C 3.852299 -3.513439 2.632112  -0.18
C 2.782325 -4.352861 2.315967  0.01
C 1.731618 -4.007658 1.480523  -0.08
C 1.731518 -2.714281 0.863964  -0.34
O 0.773379 -2.287818 0.066814  -0.30
C 0.558979 -4.982727 1.314346  -0.52
C 0.771957 -6.319154 2.029447  -0.07
C 0.316664 -5.284370 -0.167390  -0.04
C -0.700276 -4.326173 1.902147  -0.05
C 4.914364 -3.967562 3.628703  -0.56
C 4.241652 -4.377059 4.948791  -0.05
C 5.918277 -2.855065 3.943053  -0.07
C 5.690677 -5.165632 3.063396  -0.05
C 2.249969 1.828357 1.165093  -0.15
C 2.360246 2.466329 -0.189642  -0.16
C 3.593911 2.762375 -0.752352  0.00
C 3.688067 3.618376 -1.837601  -0.19
C 2.515830 4.287218 -2.199298  0.00
C 1.259046 4.032385 -1.666383  -0.12
C 1.146670 2.955313 -0.734057  -0.36
O 0.017109 2.432415 -0.306018  -0.27
C 0.115387 5.022191 -1.937595  -0.53
C 0.431437 5.998556 -3.073993  -0.07
C -1.222968 4.351133 -2.271925  -0.06
C -0.061045 5.826314 -0.635570  -0.04
C 4.988926 3.908978 -2.578185  -0.56
C 5.340514 5.402457 -2.483445  -0.05
C 6.160745 3.102530 -2.014408  -0.07
C 4.821614 3.529258 -4.058733  -0.05
H -2.538531 -0.935625 3.217391  0.10
H -2.049324 -1.829132 1.762632  0.07
H -3.068022 -0.386922 1.612445  0.08
H -1.471763 1.403898 3.561972  0.10
H -2.233951 1.722785 1.984009  0.09
H -0.521257 2.029648 2.178771  0.06
H 0.173019 -1.636321 2.408566  0.09
H -0.182731 -0.659956 3.840527  0.14
H 2.149685 -0.492745 3.110749  0.13
H 1.335302 1.060329 3.178791  0.12
H 3.829005 -0.033741 0.909850  0.12
H 2.749780 -0.426865 -0.424452  0.11
H 4.631947 -1.553386 2.237398  0.10
H 2.781880 -5.336475 2.763052  0.09
H 1.652168 -6.840828 1.647830  0.09
H -0.097509 -6.953906 1.847908  0.08
H 0.876385 -6.192841 3.109183  0.08
H 1.206514 -5.725437 -0.622531  0.10
H 0.075574 -4.361060 -0.685602  0.05
H -0.518339 -5.980947 -0.285505  0.08
H -0.511684 -3.968046 2.917813  0.09
H -1.527439 -5.038864 1.929880  0.07
H -0.980038 -3.484777 1.269827  0.05
H 3.684004 -3.535850 5.365638  0.09
H 4.995236 -4.687347 5.676960  0.08
H 3.547927 -5.206120 4.808275  0.07
H 5.418990 -1.977283 4.358183  0.08
H 6.470652 -2.556983 3.049955  0.08
H 6.639289 -3.214005 4.679809  0.08
H 5.023429 -5.995043 2.824025  0.08
H 6.426626 -5.514467 3.792254  0.08
H 6.216659 -4.879428 2.150731  0.09
H 3.217420 1.896517 1.681779  0.13
H 1.526981 2.430481 1.717357  0.11
H 4.482878 2.336887 -0.298721  0.11
H 2.596596 5.061940 -2.950569  0.09
H 0.698563 5.469190 -3.991404  0.09
H 1.240334 6.682747 -2.811934  0.08
H -0.456490 6.600294 -3.278531  0.09
H -1.227534 3.971388 -3.297788  0.08
H -2.035013 5.076932 -2.178260  0.09
H -1.395052 3.536118 -1.578784  0.03
H 0.886185 6.273585 -0.329247  0.09
H -0.402016 5.165658 0.164585  0.08
H -0.796995 6.624002 -0.769546  0.08
H 5.328172 5.736995 -1.444848  0.09
H 4.634409 6.014084 -3.047252  0.08
H 6.338138 5.581115 -2.892100  0.08
H 6.388094 3.397267 -0.987737  0.09
H 7.050893 3.281089 -2.620291  0.08
H 5.946772 2.032112 -2.032378  0.08
H 3.952204 4.020649 -4.497347  0.08
H 4.689255 2.449878 -4.164532  0.08
H 5.706359 3.824230 -4.629224  0.08
C -3.318002 1.359345 -1.216222  -0.10
N -2.623776 0.314625 -1.963826  -0.32
C -3.560161 -0.754873 -2.283734  -0.10
C -2.019829 0.873315 -3.177771  -0.20
C -0.928112 -0.000859 -3.796605  -0.20
N 0.412329 0.217922 -3.234851  -0.33
C 0.949703 1.502684 -3.673892  -0.08
C 1.312657 -0.840154 -3.676084  -0.09
H -2.610257 2.128067 -0.907539  0.06
H -3.765886 0.922690 -0.321580  0.07
H -4.120287 1.825657 -1.807216  0.10
H -4.368223 -0.392148 -2.939788  0.09
H -4.014388 -1.133553 -1.366648  0.08
H -3.057955 -1.586596 -2.779432  0.02
H -1.598277 1.842975 -2.915262  0.08
H -2.800339 1.047173 -3.935285  0.13
H -0.904876 0.192543 -4.881218  0.13
H -1.179016 -1.054509 -3.657342  0.07
H 0.999847 1.553164 -4.773619  0.10
H 1.955435 1.640924 -3.274566  0.09
H 0.341381 2.324530 -3.309317  0.06
H 0.918739 -1.809887 -3.385920  0.05
H 1.443268 -0.833468 -4.768840  0.10
H 2.290738 -0.705607 -3.211336  0.09
C -2.891542 -4.333160 -4.772914  -0.28
P -1.730644 -3.962999 -3.378491  1.03
C -2.488106 -5.070398 -2.118306  -0.39
C -2.984011 -4.480948 -0.959830  -0.12
C -3.621636 -5.246746 0.006895  -0.10
C -3.759214 -6.613385 -0.175820  -0.09
C -3.252228 -7.211881 -1.323063  -0.08
C -2.622021 -6.445778 -2.289984  -0.09
C -0.233592 -4.899025 -3.888863  -0.37
C -0.198989 -5.864849 -4.892304  -0.10
C 1.001359 -6.455824 -5.261199  -0.09
C 2.186210 -6.081603 -4.645419  -0.09
C 2.165009 -5.123344 -3.642080  -0.07
C 0.964358 -4.540031 -3.269010  -0.14
H -3.142909 -5.390574 -4.841457  0.03
H -2.451548 -3.995491 -5.712254  0.04
H -3.808944 -3.769783 -4.597895  0.03
H -2.851618 -3.414386 -0.814780  0.08
H -4.002412 -4.777702 0.905767  0.10
H -4.254601 -7.215701 0.574889  0.10
H -3.351991 -8.281200 -1.462485  0.10
H -2.211434 -6.924477 -3.171637  0.10
H -1.108853 -6.158542 -5.401465  0.09
H 1.006982 -7.209034 -6.039319  0.10
H 3.122191 -6.536843 -4.942669  0.10
H 3.081231 -4.818963 -3.151537  0.11
H 0.953300 -3.813931 -2.464479  0.07

Cartesian forces, eV/Å:
0.12 0.05 0.08
0.01 -0.02 -0.10
-0.02 0.11 0.19
0.09 0.01 -0.05
0.14 -0.04 -0.08
-0.08 -0.09 -0.01
0.09 -0.15 0.14
-0.17 -0.11 0.02
-0.05 0.17 0.07
0.02 -0.03 -0.03
-0.01 0.03 -0.01
0.10 0.04 -0.03
-0.10 -0.12 0.03
0.16 -0.13 0.03
-0.06 0.21 0.06
-0.07 0.08 -0.10
0.05 0.10 0.00
-0.01 0.01 0.11
0.08 -0.04 -0.07
0.07 -0.02 0.04
0.04 0.03 -0.05
-0.06 -0.09 -0.05
-0.04 0.06 0.02
-0.06 0.10 -0.18
-0.19 -0.09 0.03
0.04 0.03 -0.05
0.05 0.02 0.03
-0.07 -0.06 -0.08
0.07 0.09 -0.01
0.19 -0.02 -0.01
-0.19 0.12 0.02
-0.08 -0.04 0.09
0.00 0.01 0.11
0.13 0.00 0.01
-0.05 -0.09 -0.01
0.05 0.00 -0.07
-0.02 -0.06 -0.01
-0.08 0.06 0.01
0.04 0.01 0.06
-0.01 0.01 0.00
0.01 0.02 0.03
-0.01 0.01 0.01
-0.02 -0.02 0.00
0.00 0.00 0.00
-0.03 0.01 0.01
-0.04 -0.02 0.00
-0.02 0.00 -0.01
0.04 0.01 0.05
0.04 0.02 -0.04
-0.02 0.07 0.00
0.05 0.00 -0.01
-0.01 0.00 0.02
-0.06 -0.01 0.03
0.01 -0.02 0.03
-0.01 0.00 0.00
0.00 -0.04 0.01
-0.01 -0.01 0.00
0.00 -0.02 -0.03
0.03 -0.02 0.01
-0.03 -0.03 0.02
-0.01 0.01 -0.02
-0.03 0.02 0.05
-0.01 -0.01 0.02
-0.01 0.00 0.00
-0.01 -0.01 0.01
0.03 0.02 -0.01
0.01 0.04 0.02
0.02 0.01 0.00
0.01 -0.01 0.01
0.01 -0.03 -0.02
0.00 -0.03 -0.01
0.00 -0.01 0.01
0.03 -0.04 0.05
-0.02 -0.02 -0.02
0.03 -0.03 0.00
-0.01 0.03 -0.01
0.02 0.00 -0.05
0.00 0.02 0.01
-0.01 0.01 0.01
0.01 0.01 -0.07
-0.05 0.00 0.00
0.00 0.02 -0.02
0.00 0.02 0.01
-0.02 -0.02 0.00
0.02 0.00 0.00
-0.01 0.02 0.03
-0.02 0.02 -0.03
0.01 -0.04 0.01
0.01 0.00 0.01
0.03 0.00 0.02
0.01 0.02 -0.01
-0.02 0.01 -0.01
0.00 -0.02 -0.01
0.09 -0.08 0.02
-0.07 0.01 -0.02
0.01 -0.02 -0.04
0.15 -0.06 0.01
-0.06 0.01 0.08
-0.11 0.13 -0.21
0.04 -0.03 0.04
-0.01 -0.02 0.04
-0.01 -0.01 0.01
-0.04 0.01 -0.01
0.00 0.03 0.00
-0.02 -0.01 0.01
0.02 -0.01 0.01
0.03 0.08 0.04
-0.05 -0.04 -0.04
-0.03 0.06 0.01
0.02 -0.06 -0.02
0.00 0.00 -0.04
0.00 -0.01 -0.01
-0.02 0.01 0.04
0.00 -0.01 -0.03
-0.03 -0.08 0.06
0.00 0.00 -0.01
0.00 -0.01 -0.02
0.16 0.18 0.11
-0.03 -0.42 -0.14
0.01 0.21 -0.01
-0.01 -0.03 -0.07
-0.02 0.01 0.02
0.00 0.02 0.01
0.00 -0.08 -0.02
0.03 0.01 0.07
0.00 0.14 0.01
-0.03 0.03 0.01
-0.02 -0.06 -0.07
0.01 -0.01 0.04
0.00 0.01 0.01
-0.02 -0.03 0.01
0.00 -0.02 -0.03
-0.03 0.00 -0.01
-0.02 -0.03 -0.02
-0.02 0.01 0.03
0.00 0.00 0.00
0.01 0.00 0.00
0.02 0.00 0.01
-0.02 0.00 -0.01
0.02 0.00 -0.01
0.02 0.01 0.00
-0.01 0.00 -0.01
0.00 -0.04 0.01
0.04 0.08 -0.09